Here is C2H3BrClF as an isolated structure at a distorted geometry from the Open Molecules 2025 dataset. Energies are from ωB97M-V with the def2-TZVPD basis set.

## Properties
- Calculated total energy: -3212.0105 Ha
- HOMO level: -10.04 eV
- Energy above the lowest of the compared OMol25 structures with the same formula, charge and spin: 156.6 kJ/mol

```
8
C2H3BrClF (ωB97M-V with the def2-TZVPD basis set)
C -0.046 0.994 0.292
C 0.103 -0.870 -0.191
F 1.088 1.649 -0.003
Cl 1.195 -1.172 -1.487
Br -1.693 -1.617 -0.446
H -0.315 0.912 1.374
H -1.003 1.288 -0.166
H 0.672 -1.184 0.627
```

Here are the Mulliken charges for atoms 1 to 5, given in e:
1 C -0.3018
2 C -0.1817
3 F -0.2314
4 Cl -0.1350
5 Br -0.0990

=====

Here is a 7-piece molecular cluster, C29H44NO19 overall at a distorted geometry from the Open Molecules 2025 dataset. Energies are from ωB97M-V with the def2-TZVPD basis set.

## Properties
- Calculated total energy: -2615.7040 Ha
- HOMO level: -1.52 eV
- Energy above the lowest of the compared OMol25 structures with the same formula, charge and spin: 68.6 kJ/mol
- Charge: -1

```
93
C29H44NO19 (ωB97M-V with the def2-TZVPD basis set)
C 4.546 -2.448 -3.944
C 4.540 -1.229 -4.072
C 4.226 0.332 -3.840
N 3.042 0.811 -4.533
C 1.810 0.389 -3.859
C 1.228 -0.986 -4.417
O -0.113 -1.332 -3.964
H 4.845 -3.515 -3.920
H 5.117 0.867 -4.305
H 4.252 0.590 -2.729
H 1.951 0.292 -2.730
H 1.013 1.188 -3.982
H 1.295 -0.967 -5.550
H 1.909 -1.828 -4.092
H -0.552 -0.601 -3.474
C 6.227 1.384 2.491
C 5.773 0.880 1.138
C 5.741 1.931 0.064
O 4.751 1.422 -0.827
C 3.899 0.678 -0.073
O 2.849 0.263 -0.449
O 4.403 0.473 1.180
H 5.889 0.716 3.286
H 7.316 1.459 2.532
H 5.809 2.370 2.708
H 6.369 0.012 0.840
H 6.699 2.045 -0.444
H 5.408 2.910 0.423
C -4.235 3.786 -4.113
C -3.039 3.495 -3.234
C -1.745 4.070 -3.737
O -0.783 3.185 -3.165
C -1.402 1.986 -3.017
O -0.845 0.967 -2.748
O -2.743 2.096 -3.218
H -5.034 3.070 -3.925
H -4.613 4.795 -3.934
H -3.977 3.702 -5.173
H -3.247 3.800 -2.204
H -1.578 5.095 -3.403
H -1.644 4.028 -4.825
C -1.054 -2.927 -1.767
C -2.130 -3.899 -1.332
C -2.269 -4.041 0.157
O -2.811 -5.356 0.285
C -2.371 -6.061 -0.796
O -2.472 -7.244 -0.915
O -1.801 -5.241 -1.716
H -0.742 -3.125 -2.791
H -1.409 -1.898 -1.701
H -0.161 -3.020 -1.143
H -3.083 -3.642 -1.808
H -2.940 -3.300 0.593
H -1.313 -4.012 0.688
C 0.947 -1.453 1.303
C 1.084 -1.414 2.806
C 1.762 -2.616 3.394
O 1.220 -2.647 4.717
C -0.012 -2.076 4.647
O -0.822 -2.107 5.524
O -0.203 -1.468 3.445
H 0.154 -0.780 0.969
H 1.881 -1.163 0.821
H 0.678 -2.454 0.955
H 1.567 -0.480 3.115
H 2.847 -2.520 3.419
H 1.497 -3.552 2.895
C -1.304 2.183 4.475
C 0.124 2.036 4.951
C 0.486 2.934 6.099
O 1.896 3.078 5.931
C 2.145 2.932 4.598
O 3.186 3.182 4.075
O 1.046 2.467 3.944
H -1.409 1.812 3.453
H -1.988 1.633 5.124
H -1.612 3.231 4.464
H 0.341 0.985 5.171
H 0.251 2.496 7.069
H 0.030 3.927 6.035
C -5.688 -2.083 0.331
C -4.836 -0.887 -0.036
C -4.734 0.155 1.042
O -4.477 1.339 0.289
C -5.048 1.153 -0.933
O -5.194 2.009 -1.748
O -5.434 -0.141 -1.100
H -6.028 -2.604 -0.566
H -5.128 -2.782 0.955
H -6.583 -1.779 0.879
H -3.849 -1.218 -0.376
H -3.926 -0.042 1.747
H -5.666 0.298 1.598
```

Here are the Mulliken charges for atoms 1 to 5, given in e:
1 C -0.2948
2 C -0.3856
3 C 0.4497
4 N -0.9128
5 C 0.7763

=====

Here is one molecule with the formula C9H8N2O at a distorted geometry from the Open Molecules 2025 dataset. Energies are from ωB97M-V with the def2-TZVPD basis set.

## Properties
- Calculated total energy: -532.4194 Ha
- HOMO level: -9.07 eV
- SMILES: C[C@@H](c1ccco1)C(C#N)C#N
- Energy above the lowest of the compared OMol25 structures with the same formula, charge and spin: 282.0 kJ/mol

```
20
C9H8N2O (ωB97M-V with the def2-TZVPD basis set)
C 0.853 -0.835 1.627
C 0.474 -0.792 0.196
C -0.871 -0.199 -0.056
C -1.682 0.770 0.416
C -2.791 0.903 -0.374
C -2.721 -0.132 -1.269
O -1.544 -0.718 -1.202
C 1.632 0.080 -0.714
C 1.617 1.488 -0.437
N 1.656 2.572 -0.040
C 2.920 -0.504 -0.491
N 3.979 -0.935 -0.498
H 0.873 0.196 2.158
H 1.749 -1.444 1.796
H 0.068 -1.403 2.135
H 0.642 -1.828 -0.169
H -1.618 1.339 1.324
H -3.471 1.684 -0.399
H -3.293 -0.338 -2.170
H 1.529 0.094 -1.832
```

Here are the Mulliken charges for atoms 1 to 5, given in e:
1 C -1.4143
2 C 0.2812
3 C -0.1593
4 C -0.2644
5 C -0.4893

=====

Here is C20H40NO4PtS2SeSi as an isolated structure at a distorted geometry from the Open Molecules 2025 dataset. Energies are from ωB97M-V with the def2-TZVPD basis set.

## Properties
- Calculated total energy: -4748.5553 Ha
- HOMO level (alpha / beta): -3.19 / -4.04 eV
- Energy above the lowest of the compared OMol25 structures with the same formula, charge and spin: 39.5 kJ/mol
- Charge: -1
- Spin multiplicity: 3

```
70
C20H40NO4PtS2SeSi (ωB97M-V with the def2-TZVPD basis set)
Pt 0.072 -1.961 0.778
C -3.846 0.414 -1.825
C -2.417 0.882 -2.057
C -1.671 0.050 -3.116
C -2.511 2.357 -2.402
O -1.675 0.682 -0.768
Si -0.174 1.257 -0.388
S 0.724 0.186 1.254
O -0.224 2.805 0.068
C -0.924 3.437 1.189
C -2.137 2.609 1.541
C -1.346 4.799 0.680
C 0.110 3.563 2.326
O 0.753 1.019 -1.700
C 1.900 1.776 -2.208
C 1.372 3.008 -2.925
C 2.805 2.161 -1.061
C 2.450 0.818 -3.279
H -4.312 0.310 -2.795
H -4.368 1.181 -1.199
H -3.842 -0.546 -1.297
H -2.080 0.304 -4.113
H -1.955 -0.992 -2.957
H -0.606 0.222 -3.116
H -3.187 2.453 -3.249
H -1.543 2.789 -2.727
H -2.902 2.973 -1.548
H -2.746 2.408 0.663
H -2.733 3.224 2.212
H -1.849 1.654 1.998
H -2.086 4.691 -0.099
H -0.516 5.387 0.240
H -1.766 5.387 1.524
H 0.297 2.581 2.817
H -0.253 4.275 3.108
H 1.055 3.982 1.939
H 0.722 3.654 -2.285
H 0.833 2.706 -3.841
H 2.262 3.600 -3.256
H 2.283 2.846 -0.388
H 3.737 2.621 -1.432
H 3.083 1.227 -0.508
H 1.790 0.777 -4.156
H 2.564 -0.171 -2.826
H 3.394 1.233 -3.630
C 0.700 -3.382 2.116
H 1.777 -3.531 2.031
H 0.180 -4.315 1.863
H 0.492 -3.063 3.156
Se -1.667 -2.812 -0.606
C -1.405 -4.673 -0.712
C -0.624 -5.292 -1.686
C -0.650 -6.683 -1.757
N -1.399 -7.397 -0.950
C -2.131 -6.825 -0.019
C -2.128 -5.459 0.174
H 0.004 -4.716 -2.353
H -0.045 -7.267 -2.433
H -2.653 -7.507 0.638
H -2.743 -4.996 0.974
C 3.343 0.127 4.138
S 2.402 -1.353 4.637
C 3.611 -2.667 4.354
O 2.225 -1.262 6.106
H 4.389 -0.214 4.134
H 3.169 0.873 4.923
H 3.060 0.515 3.167
H 4.173 -2.502 3.415
H 3.086 -3.624 4.317
H 4.293 -2.611 5.186
```

Here are the Mulliken charges for atoms 1 to 5, given in e:
1 Pt 0.2983
2 C -1.7182
3 C 1.6691
4 C -1.1667
5 C -1.2446

=====

Here is C8H22AuN3O as an isolated structure at a distorted geometry from the Open Molecules 2025 dataset. Energies are from ωB97M-V with the def2-TZVPD basis set.

## Properties
- Calculated total energy: -692.5071 Ha
- HOMO level (alpha / beta): -17.08 / -17.00 eV
- Charge: +2

```
35
C8H22AuN3O (ωB97M-V with the def2-TZVPD basis set)
Au -0.453 0.107 0.937
N 0.348 1.350 -0.942
C -0.737 1.513 -1.924
C -1.648 0.283 -1.955
N -2.202 -0.078 -0.643
C -3.347 0.703 -0.136
C -2.892 1.939 0.625
N -1.927 1.535 1.676
H 0.719 2.242 -0.632
H 1.118 0.817 -1.335
H -0.333 1.643 -2.929
H -1.295 2.413 -1.684
H -1.072 -0.573 -2.310
H -2.450 0.469 -2.674
H -2.454 -1.061 -0.658
H -3.914 0.060 0.538
H -4.014 0.996 -0.951
H -3.758 2.438 1.062
H -2.394 2.649 -0.028
H -2.422 1.069 2.437
H -1.497 2.359 2.090
C 2.757 -2.668 1.692
C 2.209 -1.534 0.780
C 3.129 -0.280 0.946
C 2.225 -2.004 -0.693
O 0.950 -1.243 1.209
H 3.768 -2.904 1.368
H 2.121 -3.547 1.600
H 2.765 -2.351 2.733
H 4.128 -0.523 0.596
H 3.166 0.007 1.995
H 2.722 0.546 0.356
H 3.234 -1.933 -1.090
H 1.552 -1.398 -1.301
H 1.898 -3.042 -0.755
```

Here are the Mulliken charges for atoms 1 to 5, given in e:
1 Au 0.9981
2 N -0.3576
3 C -0.5873
4 C -0.6432
5 N -0.1083

=====

Here is C8H16Cl8F8Mg2N4O16S8 as an isolated structure at a distorted geometry from the Open Molecules 2025 dataset. Energies are from ωB97M-V with the def2-TZVPD basis set.

## Properties
- Calculated total energy: -9803.2466 Ha
- HOMO level: -10.54 eV
- Energy above the lowest of the compared OMol25 structures with the same formula, charge and spin: 842.3 kJ/mol

```
70
C8H16Cl8F8Mg2N4O16S8 (ωB97M-V with the def2-TZVPD basis set)
Mg -1.260 -3.496 -19.209
Mg 3.638 -3.108 -19.246
N 5.256 -3.718 -18.618
S 6.661 -3.862 -19.255
O 7.101 -5.131 -19.850
O 7.739 -3.045 -18.655
F 6.304 -2.979 -20.578
S 5.772 -4.693 -17.281
O 6.568 -4.100 -16.198
O 5.956 -6.099 -17.582
F 4.282 -4.732 -16.602
N -0.273 -2.751 -17.886
S -0.158 -1.319 -17.305
O 0.993 -0.489 -17.747
O -0.809 -1.081 -16.049
F -1.305 -0.767 -18.352
S 1.137 -3.211 -17.022
O 1.276 -2.983 -15.605
O 2.318 -3.080 -17.802
F 0.772 -4.741 -17.075
N 2.659 -3.487 -20.705
S 2.729 -4.232 -22.092
O 3.506 -3.546 -23.104
O 1.570 -5.081 -22.463
F 3.759 -5.345 -21.496
S 1.230 -2.736 -21.240
O 0.013 -3.360 -20.738
O 1.222 -1.978 -22.514
F 1.322 -1.458 -20.230
N -3.078 -3.400 -19.507
S -4.244 -2.663 -18.930
O -5.231 -3.500 -18.233
O -4.580 -1.323 -19.467
F -3.374 -2.295 -17.641
S -4.021 -3.863 -20.924
O -4.290 -2.824 -21.886
O -5.022 -4.905 -20.763
F -2.823 -4.628 -21.558
Cl 0.892 -2.690 -11.419
C 1.277 -4.457 -11.667
C 2.601 -4.565 -12.403
Cl 4.046 -4.376 -11.502
H 0.427 -4.889 -12.195
H 1.265 -4.836 -10.645
H 2.698 -3.809 -13.182
H 2.668 -5.573 -12.813
Cl -0.113 -8.887 -19.222
C 1.584 -8.990 -18.588
C 1.940 -7.576 -18.009
Cl 2.032 -6.336 -19.240
H 2.275 -9.289 -19.377
H 1.550 -9.852 -17.923
H 2.924 -7.653 -17.545
H 1.185 -7.197 -17.320
Cl 2.689 1.295 -21.869
C 2.629 1.668 -20.141
C 3.880 0.970 -19.439
Cl 3.964 -0.811 -19.778
H 1.652 1.359 -19.769
H 2.570 2.756 -20.119
H 3.988 0.995 -18.354
H 4.774 1.405 -19.886
Cl -4.989 -1.077 -12.922
C -3.573 -1.254 -14.040
C -2.997 -2.656 -13.962
Cl -2.507 -3.294 -12.359
H -2.817 -0.514 -13.775
H -3.861 -1.055 -15.072
H -2.138 -2.762 -14.624
H -3.771 -3.346 -14.299
```

Here are the Mulliken charges for atoms 1 to 5, given in e:
1 Mg 1.1985
2 Mg 0.3679
3 N 0.4355
4 S 0.9130
5 O -0.5474

=====

> Which formula does entry 2 have?

C29H44NO19

=====

> What is the calculated total energy in the fourth record?

-4748.5553 Ha